Record 1
Entry from the Open Molecules 2025 dataset: a structure of composition C41H48Br2N5O5RbSi (ωB97M-V/def2-TZVPD).

```
103
Properties=species:S:1:pos:R:3:forces:R:3:lowdin_charge:R:1
Rb 0.236905 -0.549049 0.939424 0.1 0.1 -0.4 0.76
O 2.022327 3.840367 -1.299901 0.0 0.1 0.0 0.00
C 1.270930 4.839907 -0.810440 0.0 0.0 0.0 -0.28
C 1.709278 6.157424 -0.969942 0.0 0.0 0.0 -0.04
C 0.963355 7.211761 -0.472704 0.0 0.0 0.0 -0.13
C -0.231786 6.969819 0.195199 0.0 0.0 0.0 -0.13
C -0.667289 5.661410 0.349290 0.0 0.0 0.0 -0.04
C 0.055903 4.583989 -0.146983 0.0 0.0 0.1 -0.07
C -0.429508 3.164559 0.011828 0.1 0.2 -0.1 -0.46
O 0.372121 2.243559 -0.417421 -0.1 -0.3 0.0 -0.15
N -1.588011 3.022233 0.571094 0.0 0.0 -0.1 0.05
N -2.085575 1.726068 0.553733 0.0 0.0 0.1 0.01
C -2.314084 1.178672 1.682345 0.0 0.1 0.0 -0.19
C -2.034556 1.689987 3.048596 -0.1 0.0 -0.1 -0.17
C -2.722115 2.784157 3.547005 0.0 0.1 0.0 -0.08
C -2.542241 3.232853 4.851270 0.0 0.0 0.0 -0.16
C -1.634762 2.546290 5.659020 0.0 0.0 0.0 -0.15
C -0.926782 1.461980 5.181953 0.0 0.0 0.0 -0.05
C -1.072676 0.986855 3.844640 0.0 0.0 0.0 -0.45
O -0.379993 0.018320 3.376992 -0.3 0.1 0.4 -0.29
H 1.488885 3.003976 -1.015354 -0.1 -0.1 0.1 0.03
H 2.647007 6.322161 -1.486671 0.0 0.0 0.0 0.10
H 1.320540 8.227745 -0.601921 0.0 0.0 0.0 0.08
H -0.813920 7.790101 0.596801 0.0 0.0 0.0 0.08
H -1.589048 5.434501 0.868804 0.0 0.0 0.0 0.10
H -2.767785 0.187504 1.609125 0.1 -0.1 0.0 0.10
H -3.408074 3.303195 2.884844 0.0 0.0 0.0 0.10
H -3.084440 4.094402 5.222113 0.0 0.0 0.0 0.07
H -1.471667 2.876337 6.682544 0.0 0.0 0.0 0.08
H -0.209001 0.944615 5.810275 0.0 0.0 0.0 0.09
C 0.313802 0.202637 -2.941388 0.0 0.0 0.0 -0.05
O -0.478939 -0.588922 -2.072024 -0.1 -0.1 0.1 -0.09
C -1.494065 -1.291713 -2.580565 0.0 0.0 0.0 -0.19
C -1.767770 -1.431828 -3.926533 0.0 0.0 0.0 -0.05
C -2.879076 -2.179862 -4.325881 0.1 0.0 0.0 -0.68
Br -3.238862 -2.360867 -6.186304 0.0 0.0 0.0 0.69
C -3.710792 -2.774476 -3.421996 0.0 0.0 0.0 -0.10
C -3.440005 -2.640265 -2.045669 -0.1 -0.1 0.1 -0.06
C -2.334211 -1.912703 -1.614474 0.1 0.1 0.0 -0.17
O -1.998596 -1.734755 -0.339609 -0.3 -0.2 0.0 0.00
C -4.326479 -3.238655 -1.049207 0.1 0.1 -0.1 -0.23
N -4.176890 -3.117032 0.247847 -0.1 -0.1 0.0 0.17
C -5.231732 -3.811016 0.817348 0.1 0.1 0.0 -0.20
C -5.562388 -3.997537 2.155970 0.0 0.0 0.0 0.00
C -6.691619 -4.740694 2.442448 0.0 0.0 0.0 -0.10
C -7.482883 -5.290731 1.423771 0.0 0.0 0.0 -0.11
C -7.168092 -5.112028 0.088079 0.0 0.0 0.0 -0.04
C -6.031658 -4.363750 -0.190328 -0.1 0.0 -0.1 -0.19
N -5.433058 -3.981744 -1.374983 0.0 0.0 0.1 0.17
H 0.919728 -0.434820 -3.591905 0.0 0.0 0.0 0.10
H 0.942084 0.804223 -2.291857 0.0 0.0 0.0 0.06
H -0.319304 0.866603 -3.535814 0.0 0.0 0.0 0.11
H -1.131676 -0.970710 -4.665481 0.0 0.0 0.0 0.10
H -4.567250 -3.331063 -3.774875 0.0 0.0 0.0 0.09
H -2.664298 -2.176117 0.242928 0.1 0.0 -0.2 0.09
H -4.948533 -3.566064 2.933795 0.0 0.0 0.0 0.12
H -6.975503 -4.901058 3.474075 0.0 0.0 0.0 0.09
H -8.361308 -5.865662 1.687230 0.0 0.0 0.0 0.09
H -7.782359 -5.534116 -0.696507 0.0 0.0 0.0 0.10
H -5.734700 -4.213265 -2.302067 0.0 0.0 0.0 0.14
C 5.051820 -2.087551 -1.856520 0.0 0.0 0.0 -0.12
C 5.869452 -1.697798 -0.613157 0.0 0.0 0.0 -0.62
C 7.364659 -1.829457 -0.942807 0.0 0.0 0.0 -0.10
C 5.516353 -2.752683 0.446870 0.0 0.0 0.0 -0.11
Si 5.442190 0.073801 -0.005080 0.0 -0.1 0.0 0.46
Br 3.221855 0.254535 -0.170948 0.1 0.2 -0.1 0.58
C 5.843555 0.367483 1.856032 0.0 0.0 0.0 -0.62
C 4.892215 -0.413965 2.777165 0.0 0.0 0.0 -0.10
C 5.675042 1.845801 2.232524 0.0 0.0 0.0 -0.11
C 7.285949 -0.045834 2.187764 0.0 0.0 0.0 -0.10
C 6.136243 1.461727 -1.149243 0.0 0.0 0.0 -0.62
C 7.642532 1.671685 -0.931729 0.0 0.0 0.0 -0.10
C 5.913670 1.100995 -2.625049 0.0 0.0 0.0 -0.11
C 5.427427 2.808971 -0.935757 0.0 0.0 0.0 -0.11
H 5.396485 -3.071494 -2.193142 0.0 0.0 0.0 0.08
H 5.164061 -1.392954 -2.687579 0.0 0.0 0.0 0.05
H 3.995023 -2.194885 -1.614686 0.0 0.0 0.0 0.04
H 7.574349 -2.872479 -1.205221 0.0 0.0 0.0 0.08
H 8.007758 -1.569998 -0.099423 0.0 0.0 0.0 0.06
H 7.662946 -1.216082 -1.793486 0.0 0.0 0.0 0.06
H 5.699649 -3.742659 0.016853 0.0 0.0 0.0 0.09
H 4.457958 -2.733902 0.706451 0.0 0.0 0.0 0.05
H 6.123319 -2.667275 1.348515 0.0 0.0 0.0 0.06
H 3.856237 -0.108229 2.644533 0.0 0.0 0.0 0.06
H 5.167269 -0.199660 3.815921 0.0 0.0 0.0 0.08
H 4.939724 -1.489771 2.634629 0.0 0.0 0.0 0.06
H 4.681026 2.218799 1.983545 0.0 0.0 0.0 0.08
H 6.415365 2.488888 1.757058 0.0 0.0 0.0 0.06
H 5.801169 1.946332 3.315882 0.0 0.0 0.0 0.08
H 7.449524 -1.114576 2.057175 0.0 -0.1 0.0 0.06
H 7.490559 0.189569 3.238644 0.0 0.0 0.0 0.08
H 8.025150 0.484352 1.584686 0.0 0.0 0.0 0.06
H 8.224311 0.759826 -1.075570 0.0 0.0 0.0 0.06
H 7.862430 2.057696 0.063267 0.0 0.0 0.1 0.06
H 8.006640 2.412425 -1.653246 0.0 0.0 0.0 0.08
H 6.476651 0.222749 -2.938882 0.0 0.0 0.0 0.06
H 6.241192 1.943977 -3.243545 0.0 0.0 0.0 0.08
H 4.858677 0.927036 -2.839877 0.0 0.0 0.0 0.08
H 5.577740 3.219421 0.059508 0.0 0.0 0.0 0.06
H 4.353787 2.754546 -1.109336 0.0 0.0 0.0 0.04
H 5.839008 3.529522 -1.651866 0.0 0.0 0.0 0.08
N 2.315948 -3.873714 -0.273857 0.0 0.0 0.0 -0.19
C 1.552676 -3.146683 0.228501 0.1 -0.2 -0.1 -0.47
```
Forces are in eV/Å.

Total charge = -2
Frontier orbital gap = 4.912 eV
HOMO = -1.597 eV


Record 2
Entry from the Open Molecules 2025 dataset: a structure of composition C41H48Cl2F6N10O5PbS2Sb (ωB97M-V/def2-TZVPD).

```
116
Properties=species:S:1:pos:R:3:forces:R:3:mulliken_spin:R:1
Pb 0.736667 -0.269224 0.025150 -0.2 0.3 0.2 0.07
C 0.474165 -4.433372 4.262701 0.0 0.0 0.0 0.00
C 1.910292 -3.948301 4.422881 0.0 0.0 0.0 0.00
N 2.510039 -3.473600 3.193480 -0.2 -0.1 -0.1 0.00
C 2.103339 -2.328146 2.555002 0.2 0.1 -0.1 0.00
S 2.756427 -2.080021 0.974140 0.3 -0.3 0.2 0.01
N 1.310853 -1.542859 3.246401 -0.2 0.0 0.1 0.01
N 1.022945 -0.367552 2.605710 0.1 -0.1 0.0 0.04
C 0.489281 0.586176 3.265150 0.1 0.0 0.1 -0.01
C 0.050961 0.493015 4.695815 0.0 0.0 0.0 0.00
C 0.372817 1.889095 2.556543 0.0 -0.1 0.0 0.00
C -0.465964 2.899712 3.010348 0.0 0.0 0.0 0.00
C -0.475825 4.111703 2.337035 0.0 0.0 0.0 0.00
C 0.374319 4.289940 1.259121 0.0 0.0 0.0 0.00
C 1.154772 3.218002 0.854633 0.0 0.0 0.0 0.00
N 1.150637 2.042907 1.477769 0.0 0.1 0.0 0.02
H 0.093503 -4.847032 5.199825 0.0 0.0 0.0 0.00
H 0.407364 -5.200647 3.487781 0.0 0.0 0.0 0.00
H -0.149464 -3.590462 3.970826 0.0 0.0 0.0 0.00
H 2.546441 -4.753383 4.797719 0.0 0.0 0.0 0.00
H 1.939444 -3.134024 5.147621 0.0 0.0 0.0 0.00
H 2.918095 -4.151002 2.571218 0.0 0.0 0.0 0.00
H 0.396292 -0.443661 5.123383 0.0 0.0 0.0 0.00
H -1.040797 0.528791 4.746653 0.0 0.0 0.0 0.00
H 0.439034 1.333216 5.273905 0.0 0.0 0.0 0.00
H -1.134821 2.724162 3.840933 0.0 0.0 0.0 0.00
H -1.161483 4.898398 2.624234 0.0 0.0 0.0 0.00
H 0.387839 5.218827 0.707121 0.0 0.0 0.0 0.00
H 1.794045 3.288041 -0.018191 0.0 0.0 0.0 0.00
O -3.186899 5.939110 -0.155041 -0.1 0.0 0.1 0.00
C -2.762210 5.520830 -1.251597 0.1 0.0 0.0 0.00
O -2.750483 6.066891 -2.369866 0.0 0.0 -0.1 0.00
C -2.103187 4.130126 -1.187612 0.0 0.0 0.0 0.00
C -1.024704 3.807772 -1.999489 0.0 0.0 0.0 0.00
C -0.370875 2.598006 -1.820040 0.0 0.0 -0.1 0.00
N -0.750485 1.700296 -0.913383 -0.1 0.2 -0.1 0.02
C -1.824446 1.979328 -0.167512 -0.1 0.1 0.0 -0.01
C -2.516456 3.174689 -0.266338 0.1 -0.1 0.1 0.00
C -2.219807 0.946259 0.868752 -0.1 0.2 0.1 0.02
O -3.225227 1.133387 1.559286 0.0 -0.1 -0.1 0.01
O -1.440399 -0.056898 0.980604 0.2 -0.1 0.1 0.05
H -0.688302 4.513688 -2.747048 0.0 0.0 0.0 0.00
H 0.503304 2.343414 -2.410624 -0.1 0.0 0.0 0.00
H -3.338653 3.375150 0.404782 0.0 0.0 0.0 0.00
F 2.635480 1.809550 -2.151043 0.0 0.0 0.1 0.00
Sb 4.225054 2.016036 -3.177113 0.3 0.0 0.0 0.00
F 5.065956 0.695177 -2.112852 -0.1 0.0 0.0 0.00
F 5.804167 2.222200 -4.202522 0.0 0.0 0.0 0.00
F 3.643317 0.633521 -4.345489 0.0 0.0 0.0 0.00
F 3.360291 3.304839 -4.255495 0.0 0.0 0.0 0.00
F 4.798693 3.359598 -1.978534 0.0 0.0 0.0 0.00
Cl 1.611579 -2.612123 -2.851592 -0.1 0.1 0.1 0.07
C 1.915003 -0.994811 -2.232687 0.4 -0.3 -0.7 0.66
H 1.644480 -0.233467 -2.953500 -0.2 0.0 0.1 0.03
H 2.928038 -0.932802 -1.848806 -0.1 0.1 0.2 0.01
N -2.007878 -2.779832 -3.256539 0.0 0.0 0.0 0.00
C -1.981107 -1.410288 -3.412325 0.1 0.0 0.0 0.00
S -2.968485 -0.449009 -2.501613 -0.1 -0.1 0.0 0.00
N -1.094078 -1.016056 -4.358439 0.0 -0.1 0.0 0.00
C -0.704903 0.274994 -4.783869 0.1 0.0 0.0 0.00
C -1.493652 1.412272 -4.680677 -0.1 0.1 -0.1 0.00
C -0.988018 2.627049 -5.131972 0.0 0.0 0.0 0.00
C 0.281923 2.720833 -5.682192 -0.1 -0.1 0.0 0.00
C 1.056766 1.574054 -5.800545 0.0 0.0 0.0 0.00
C 0.562877 0.361913 -5.357459 0.1 0.0 0.0 0.00
H -2.490966 -3.069465 -2.421111 0.0 0.0 0.0 0.00
H -1.157698 -3.288495 -3.451927 0.0 0.0 0.0 0.00
H -0.443331 -1.731038 -4.649297 0.0 0.0 -0.1 0.00
H -2.472320 1.360797 -4.229092 0.1 0.0 0.0 0.00
H -1.597757 3.514354 -5.016693 0.0 0.0 0.0 0.00
H 0.678755 3.677641 -5.992907 0.0 0.0 0.0 0.00
H 2.059637 1.618468 -6.199808 0.0 0.0 0.0 0.00
H 1.183675 -0.525518 -5.428327 0.0 0.0 0.0 0.00
C -4.357745 -6.946649 2.823662 0.0 0.0 0.0 0.00
C -4.725904 -5.543707 3.333575 0.0 0.0 0.0 0.00
C -6.254961 -5.478362 3.399909 0.0 0.0 0.0 0.00
C -4.191915 -5.389909 4.763557 0.0 0.0 0.0 0.00
C -4.136249 -4.453690 2.374858 0.1 0.1 0.1 0.00
O -4.502495 -4.851973 1.065629 0.0 0.0 0.0 0.00
C -4.600790 -3.007225 2.657310 0.0 -0.1 0.0 0.00
C -5.984446 -2.568669 2.141193 0.0 0.0 0.0 0.00
C -6.042009 -2.072482 0.714981 0.0 0.0 0.0 0.00
C -6.563718 -2.871246 -0.297863 0.0 0.0 0.0 0.00
C -6.707925 -2.386700 -1.590396 0.0 0.0 0.0 0.00
C -6.336143 -1.083654 -1.865685 0.0 0.0 0.1 0.00
Cl -6.536749 -0.470864 -3.479743 0.0 0.0 0.0 0.00
C -5.798348 -0.272561 -0.880220 0.0 0.0 0.0 0.00
C -5.647230 -0.772559 0.403025 0.0 0.0 0.0 0.00
C -2.598021 -4.470258 2.556170 0.0 0.0 0.0 0.00
N -1.834132 -3.873301 1.483386 -0.1 0.0 0.0 0.00
C -1.264253 -2.667404 1.472632 0.1 0.1 0.0 -0.03
N -0.498245 -2.540545 0.408421 -0.2 -0.2 -0.1 0.02
C -0.626430 -3.741624 -0.209204 0.0 0.0 0.1 0.01
N -1.428503 -4.585438 0.398923 0.0 -0.1 0.0 0.00
H -4.861236 -7.692625 3.442288 0.0 0.0 0.0 0.00
H -3.287945 -7.149194 2.877410 0.0 0.0 0.0 0.00
H -4.673170 -7.078401 1.790955 0.0 0.0 0.0 0.00
H -6.623319 -6.335501 3.968299 0.0 0.0 0.0 0.00
H -6.692646 -5.519979 2.402762 0.0 0.0 0.0 0.00
H -6.601035 -4.576273 3.904365 0.0 0.0 0.0 0.00
H -4.654715 -6.150188 5.396415 0.0 0.0 0.0 0.00
H -4.437310 -4.415925 5.189618 0.0 0.0 0.0 0.00
H -3.112703 -5.529769 4.827302 0.0 0.0 0.0 0.00
H -4.285114 -4.142440 0.447774 0.0 0.0 0.0 0.00
H -3.866797 -2.319446 2.222840 0.0 0.0 0.0 0.00
H -4.553191 -2.844217 3.736817 0.0 0.0 0.0 0.00
H -6.312478 -1.748284 2.784068 0.0 0.0 0.0 0.00
H -6.712864 -3.366538 2.250789 0.0 0.0 0.0 0.00
H -6.869044 -3.887162 -0.074176 0.0 0.0 0.0 0.00
H -7.111722 -3.010268 -2.376291 0.0 0.0 0.0 0.00
H -5.487706 0.737523 -1.111124 0.0 0.0 0.0 0.00
H -5.196591 -0.135046 1.156439 0.0 0.0 0.0 0.00
H -2.218606 -5.480861 2.679579 0.0 0.0 0.0 0.00
H -2.358324 -3.900105 3.452480 0.0 -0.1 0.0 0.00
H -1.424181 -1.910223 2.220214 0.0 0.0 0.0 0.00
H -0.093398 -3.995713 -1.108820 0.0 0.0 0.0 -0.01
```
Forces are in eV/Å.

<S²> = 0.7627
Total charge = -2
Frontier orbital gap (alpha / beta) = 6.416 / 6.356 eV
Spin multiplicity = 2
HOMO (alpha / beta) = -3.218 / -3.473 eV


Number 1: strongest force on any atom 0.54 eV/A. Number 2: strongest force on any atom 0.86 eV/A.